No. 1
Molecular formula: C30H48BrN3P2PtSe
Method: DFT, ωB97M-V with the def2-TZVPD basis set

```
86
C30H48BrN3P2PtSe (ωB97M-V with the def2-TZVPD basis set)
N -1.57 5.08 4.89
C -1.44 3.95 5.59
C -0.31 3.13 5.48
C 0.76 3.52 4.63
C 0.57 4.70 3.88
C -0.60 5.45 4.07
C 2.00 2.78 4.55
Pt 1.09 0.26 -0.48
P -0.88 -3.17 -3.53
C 3.02 3.01 3.64
C 3.53 1.94 2.85
C 4.01 2.19 1.54
C 3.46 1.43 0.53
C 2.46 0.49 0.93
C 2.53 -0.13 2.19
C 3.16 0.60 3.18
Br 0.86 -0.71 -2.84
H 2.07 1.92 5.22
H 3.31 4.03 3.39
H -0.24 2.24 6.10
H 1.37 5.06 3.24
H -2.26 3.67 6.24
H -0.73 6.37 3.51
H 4.68 3.03 1.36
H 3.27 0.26 4.21
H 3.70 1.54 -0.52
H 2.07 -1.10 2.34
P -0.26 1.83 -1.68
C 0.49 -4.11 -2.74
C 0.74 -5.52 -3.22
H 0.33 -4.08 -1.65
H 1.35 -3.45 -2.91
H 0.93 -6.18 -2.37
H -0.11 -5.95 -3.75
H 1.63 -5.58 -3.84
C -0.55 -3.38 -5.34
C 0.84 -3.85 -5.78
H -0.67 -2.36 -5.71
H -1.36 -4.00 -5.72
H 0.98 -3.62 -6.84
H 1.62 -3.30 -5.25
H 0.99 -4.92 -5.65
C -2.44 -3.89 -2.87
C -2.75 -5.31 -3.33
H -3.26 -3.19 -3.16
H -2.39 -3.83 -1.76
H -3.77 -5.56 -3.00
H -2.72 -5.38 -4.41
H -2.08 -6.05 -2.87
C -2.05 1.54 -1.59
C -2.66 0.63 -2.65
H -2.48 2.55 -1.66
H -2.26 1.18 -0.58
H -3.68 0.97 -2.86
H -2.10 0.66 -3.60
H -2.73 -0.41 -2.32
C 0.13 2.34 -3.38
C 1.47 3.06 -3.48
H -0.70 2.98 -3.69
H 0.11 1.45 -4.02
H 1.43 3.75 -4.32
H 1.71 3.64 -2.58
H 2.30 2.37 -3.67
C 0.08 3.28 -0.66
C -0.54 3.16 0.72
H -0.27 4.15 -1.22
H 1.17 3.34 -0.56
H -0.13 3.94 1.37
H -1.63 3.27 0.72
H -0.29 2.19 1.17
C 0.30 -3.39 2.61
N -0.24 -2.10 2.98
C -0.31 -1.61 4.27
C -0.99 -0.44 4.22
N -1.37 -0.25 2.90
C -2.40 0.68 2.48
C -0.83 -1.22 2.12
Se -0.75 -1.33 0.25
H 0.38 -3.42 1.52
H -0.35 -4.20 2.95
H 1.29 -3.49 3.06
H 0.14 -2.11 5.11
H -1.24 0.28 4.97
H -3.39 0.33 2.80
H -2.18 1.66 2.92
H -2.39 0.74 1.38
```

As for the total charge: +2. Its LUMO energy (alpha / beta) is -7.079 / -7.481 eV. For the relative energy (zero: lowest compared OMol25 entry of this formula, charge and spin), the calculation gives 88.4 kcal per mole. Its HOMO-LUMO gap (alpha / beta) is 4.9 / 4.4 eV. For the HOMO energy (alpha / beta), the calculation gives -12.005 / -11.853 eV. Its multiplicity is 3. Its total energy is -193554.697 eV.

=====

No. 2
Molecular formula: C30H48F3N2O19P2
Method: DFT, ωB97M-V with the def2-TZVPD basis set

```
104
C30H48F3N2O19P2 (ωB97M-V with the def2-TZVPD basis set)
N -1.33 -4.91 2.31
P -0.05 -3.80 2.08
O 1.19 -4.74 1.55
C -0.53 -2.75 0.56
C -0.23 -3.33 -0.84
C -0.67 -4.76 -0.89
C -1.25 -5.21 -2.15
O -2.05 -4.97 -0.98
C -1.99 -2.52 0.76
N -2.38 -1.31 0.90
P -4.07 -0.95 1.24
O -4.92 -2.11 0.96
C -1.30 -0.33 0.75
C -0.06 -1.22 0.55
C 1.28 -0.72 1.13
C 1.50 -0.61 2.64
O 2.10 -1.74 3.25
C 0.31 -0.17 3.48
F 0.70 -0.15 4.78
F -0.77 -0.98 3.42
F -0.06 1.10 3.17
H -1.99 -4.48 2.95
H -1.82 -5.19 1.46
H 1.62 -4.28 0.80
H -0.79 -2.82 -1.62
H 0.83 -3.35 -1.03
H -0.08 -5.48 -0.35
H -1.49 -4.49 -2.91
H -1.15 -6.26 -2.36
H -2.75 -3.28 0.87
H -4.37 0.28 0.58
H -4.05 -0.69 2.63
H -1.48 0.17 -0.20
H -1.25 0.50 1.45
H 0.10 -1.10 -0.52
H 2.10 -1.35 0.76
H 1.46 0.27 0.70
H 2.23 0.19 2.79
H 2.30 -2.38 2.56
C -7.49 4.85 0.41
C -6.14 4.49 -0.19
C -6.17 4.03 -1.62
O -5.00 3.18 -1.68
C -4.79 2.71 -0.45
O -4.01 1.82 -0.19
O -5.55 3.32 0.46
H -7.68 4.27 1.31
H -7.51 5.91 0.68
H -8.30 4.68 -0.29
H -5.43 5.31 -0.06
H -6.09 4.84 -2.34
H -7.04 3.42 -1.86
C 1.55 -10.77 1.39
C 1.84 -9.31 1.07
C 0.63 -8.45 0.81
O 1.16 -7.43 -0.05
C 2.22 -7.97 -0.71
O 2.76 -7.45 -1.63
O 2.55 -9.17 -0.18
H 2.07 -11.42 0.69
H 1.88 -11.01 2.40
H 0.48 -10.99 1.34
H 2.47 -8.87 1.85
H 0.21 -8.01 1.71
H -0.16 -8.98 0.27
C 7.02 -0.97 -0.97
C 6.23 -2.14 -0.41
C 6.06 -3.31 -1.34
O 4.83 -3.88 -0.87
C 4.12 -2.90 -0.32
O 2.96 -2.99 0.00
O 4.84 -1.78 -0.17
H 6.44 -0.05 -0.94
H 7.93 -0.81 -0.40
H 7.33 -1.14 -2.01
H 6.65 -2.45 0.54
H 6.87 -4.04 -1.28
H 5.92 -3.02 -2.38
C -0.03 4.78 -2.89
C -1.05 5.82 -2.47
C -1.66 5.60 -1.11
O -2.94 6.25 -1.25
C -3.28 6.20 -2.56
O -4.35 6.46 -2.99
O -2.23 5.79 -3.31
H -0.31 4.32 -3.84
H 0.94 5.24 -3.01
H 0.08 4.00 -2.14
H -0.62 6.82 -2.55
H -1.09 6.06 -0.30
H -1.83 4.55 -0.88
C 2.21 9.77 1.36
C 2.60 8.95 0.15
C 1.77 9.18 -1.09
O 1.89 7.92 -1.78
C 2.11 6.97 -0.84
O 2.06 5.80 -1.04
O 2.37 7.54 0.36
H 1.99 9.13 2.21
H 3.02 10.44 1.65
H 1.34 10.40 1.17
H 3.66 9.07 -0.07
H 2.14 9.99 -1.72
H 0.71 9.36 -0.87
```

As for the total charge: +1. Its LUMO energy is -3.157 eV. Its HOMO-LUMO gap is 7.8 eV. For the HOMO energy, the calculation gives -10.918 eV. Its total energy is -100496.437 eV.

=====

No. 3
Molecular formula: C30H48GeN11O4PSSeTb
Method: DFT, ωB97M-V with the def2-TZVPD basis set

```
98
C30H48GeN11O4PSSeTb (ωB97M-V with the def2-TZVPD basis set)
Tb -19.19 1.98 8.72
C -13.42 1.44 7.37
N -14.82 1.03 7.38
C -15.37 -0.06 6.66
C -16.71 0.00 6.90
N -17.03 1.06 7.78
C -15.82 1.66 8.10
P -15.62 2.98 9.31
C -16.42 2.19 10.71
N -17.69 1.65 10.64
C -17.86 0.85 11.80
C -16.74 0.91 12.58
N -15.82 1.74 11.87
C -14.50 2.12 12.35
C -16.77 4.23 8.73
N -17.94 3.92 8.06
C -18.37 5.11 7.45
C -17.56 6.16 7.84
N -16.55 5.60 8.63
C -15.42 6.26 9.28
H -12.88 1.04 6.49
H -12.92 1.11 8.29
H -13.38 2.53 7.32
H -14.78 -0.73 6.07
H -17.47 -0.69 6.54
H -18.76 0.30 12.02
H -16.54 0.46 13.54
H -14.53 2.76 13.26
H -13.98 2.69 11.56
H -13.89 1.23 12.58
H -19.20 5.17 6.75
H -17.64 7.21 7.62
H -15.45 7.35 9.19
H -14.48 5.89 8.84
H -15.45 5.99 10.36
C -22.05 6.60 1.62
C -21.52 6.63 3.06
S -21.38 5.09 3.94
O -20.24 5.23 4.85
O -22.72 4.85 4.47
C -20.95 3.81 2.73
C -21.40 2.42 3.15
N -21.33 2.11 4.62
C -20.22 2.13 5.39
N -20.52 2.17 6.69
C -21.89 2.30 6.76
C -22.42 2.23 5.51
N -23.71 2.32 5.20
O -24.15 2.22 3.97
O -24.56 2.53 6.14
C -18.84 2.13 4.87
H -22.31 7.63 1.33
H -22.99 5.99 1.56
H -21.32 6.24 0.89
H -22.19 7.22 3.71
H -20.54 7.14 3.08
H -19.84 3.84 2.56
H -21.46 4.08 1.79
H -20.80 1.63 2.64
H -22.46 2.26 2.91
H -22.45 2.46 7.66
H -18.60 3.16 4.57
H -18.70 1.45 4.00
H -18.14 1.88 5.69
C -22.60 1.14 10.28
Ge -22.86 -0.71 9.72
C -23.45 -0.85 7.87
C -24.19 -1.59 10.86
C -21.13 -1.57 10.05
Se -19.59 -0.91 9.02
C -20.08 -1.72 7.25
H -23.43 1.77 9.89
H -21.65 1.57 9.94
H -22.58 1.23 11.37
H -24.45 -0.38 7.75
H -23.50 -1.92 7.58
H -22.77 -0.32 7.19
H -25.15 -1.06 10.75
H -23.93 -1.58 11.94
H -24.34 -2.62 10.51
H -21.17 -2.66 9.86
H -20.88 -1.39 11.11
H -20.63 -0.99 6.64
H -20.73 -2.57 7.48
H -19.15 -2.01 6.77
N -21.55 6.88 12.66
C -21.12 5.87 11.88
C -20.39 4.79 12.43
C -19.97 3.78 11.60
N -20.22 3.73 10.26
C -20.95 4.76 9.76
C -21.37 5.83 10.50
H -21.52 6.83 13.67
H -22.12 7.62 12.28
H -20.21 4.73 13.49
H -19.44 2.94 12.02
H -21.21 4.70 8.70
H -21.90 6.65 10.02
```

As for the total charge: +3. Its LUMO energy (alpha / beta) is -7.804 / -7.710 eV. For the relative energy (zero: lowest compared OMol25 entry of this formula, charge and spin), the calculation gives 0.0 kcal per mole. Its HOMO-LUMO gap (alpha / beta) is 8.0 / 8.1 eV. For the HOMO energy (alpha / beta), the calculation gives -15.791 / -15.796 eV. Its multiplicity is 7. Its total energy is -220868.290 eV.